# 1
Entry from OMol25: a cluster of 2 separate species, C2H10N2O2 in total at a distorted geometry (ωB97M-V/def2-TZVPD).

Output
Molecular weight: 94.1 g mol⁻¹
E_HOMO: -8.82 eV
SMILES: NCO.NCO
Relative energy (zero: lowest compared OMol25 entry of this formula, charge and spin): 44.19 kcal per mole
HOMO-LUMO gap: 9.532 eV
LUMO level: 0.71 eV

```
! wB97M-V def2-TZVPD RIJCOSX def2/J DEFGRID3
* xyz 0 1
N -2.252 -0.669 -0.767
C -2.214 0.830 -0.944
O -1.414 1.439 -0.042
H -1.351 -1.066 -0.384
H -3.126 -0.972 -0.359
H -1.746 1.116 -1.853
H -3.202 1.420 -0.811
H -0.478 1.088 0.006
N 2.903 -0.337 0.452
C 1.701 -0.273 1.209
O 0.617 -0.333 0.293
H 3.329 -1.152 0.074
H 3.233 0.419 -0.062
H 1.684 -1.230 1.822
H 1.658 0.741 1.762
H 0.659 -1.020 -0.396
*
```

List of natural (NBO) charges in e, atom by atom: number 1, N, carries -0.911; number 2, C, carries 0.106; number 3, O, carries -0.763; number 4, H, carries 0.373; number 5, H, carries 0.372; number 6, H, carries 0.134; number 7, H, carries 0.168; number 8, H, carries 0.495; number 9, N, carries -0.883; number 10, C, carries 0.088; number 11, O, carries -0.782; number 12, H, carries 0.375; number 13, H, carries 0.370; number 14, H, carries 0.172; number 15, H, carries 0.200; number 16, H, carries 0.485

=====

# 2
Entry from OMol25: a structure of composition C2H10N2O2 at a distorted geometry (ωB97M-V/def2-TZVPD).

Output
Molecular weight: 94.1 g mol⁻¹
E_HOMO (alpha / beta): -7.68 / -7.68 eV
Relative energy (zero: lowest compared OMol25 entry of this formula, charge and spin): 148.84 kcal per mole
HOMO-LUMO gap (alpha / beta): 7.486 / 7.486 eV
LUMO level (alpha / beta): -0.19 / -0.19 eV

```
! wB97M-V def2-TZVPD RIJCOSX def2/J DEFGRID3
* xyz 0 1
C 1.237 -0.945 -2.017
N 0.382 -0.753 1.056
O 0.492 0.019 -1.362
H -0.126 -1.418 0.470
H 1.330 -0.804 0.683
H 2.155 -0.532 -2.463
H 0.657 -1.443 -2.810
H 1.544 -1.763 -1.330
C -1.761 0.887 0.703
N -0.316 0.907 0.829
O 0.098 1.488 2.031
H 0.428 0.677 2.484
H 0.241 1.042 -0.256
H -2.197 0.279 1.499
H -2.176 1.900 0.757
H -1.989 0.460 -0.275
*
```

List of natural (NBO) charges in e, atom by atom: number 1, C, carries -0.206; number 2, N, carries -0.644; number 3, O, carries -0.996; number 4, H, carries 0.383; number 5, H, carries 0.383; number 6, H, carries 0.142; number 7, H, carries 0.144; number 8, H, carries 0.090; number 9, C, carries -0.455; number 10, N, carries -0.021; number 11, O, carries -0.546; number 12, H, carries 0.499; number 13, H, carries 0.525; number 14, H, carries 0.213; number 15, H, carries 0.236; number 16, H, carries 0.252

=====

# 3
Entry from OMol25: a cluster of 2 separate species, C2H10N3 in total at a distorted geometry (ωB97M-V/def2-TZVPD).

Output
Molecular weight: 76.1 g mol⁻¹
E_HOMO (alpha / beta): -13.83 / -13.83 eV
Relative energy (zero: lowest compared OMol25 entry of this formula, charge and spin): 64.48 kcal per mole
HOMO-LUMO gap (alpha / beta): 9.259 / 9.258 eV
LUMO level (alpha / beta): -4.57 / -4.57 eV

```
! wB97M-V def2-TZVPD RIJCOSX def2/J DEFGRID3
* xyz 1 1
C 1.038 1.934 1.673
C 0.401 0.865 0.921
N 0.477 -0.715 -0.923
N 1.033 0.238 -0.125
N -1.870 -1.614 -1.415
H 1.062 2.821 1.049
H 0.454 1.984 2.562
H 2.087 1.560 1.955
H -0.694 0.742 0.959
H 0.905 -1.597 -1.026
H -0.611 -0.721 -1.038
H 2.035 0.352 -0.178
H -2.917 -1.442 -1.389
H -1.707 -2.108 -2.326
H -1.694 -2.298 -0.700
*
```

List of natural (NBO) charges in e, atom by atom: number 1, C, carries -0.698; number 2, C, carries 0.219; number 3, N, carries -0.656; number 4, N, carries -0.228; number 5, N, carries -1.074; number 6, H, carries 0.280; number 7, H, carries 0.263; number 8, H, carries 0.252; number 9, H, carries 0.224; number 10, H, carries 0.392; number 11, H, carries 0.428; number 12, H, carries 0.420; number 13, H, carries 0.405; number 14, H, carries 0.397; number 15, H, carries 0.376